The following is a quantum chemistry calculation of 10 unconnected molecules or ions with the total composition C45H105N5O20, from OMol25.

The geometry in XYZ format:
```
175
Properties=species:S:1:pos:R:3:forces:R:3:lowdin_charge:R:1
C -12.878201 8.311113 2.771059 1.861 -0.266 1.648 -0.12
O -12.656261 7.026833 2.283419 -1.911 -1.218 -1.466 -0.20
C -12.636661 7.058793 0.863289 1.704 0.316 0.113 -0.19
C -11.280611 7.606493 0.333539 0.260 -1.532 0.257 -0.17
O -10.301431 6.573473 0.084939 0.396 -1.355 0.027 -0.14
C -9.855541 5.777323 1.237849 -1.065 2.716 2.028 -0.17
C -8.660451 4.893903 1.085149 0.511 -1.130 -1.271 -0.22
O -7.991281 4.555583 2.291789 -0.184 -0.287 1.190 -0.18
C -6.633601 4.160803 2.070759 0.153 1.836 -1.432 -0.10
H -11.880091 8.705533 2.580479 -0.450 1.728 0.207 0.08
H -12.938771 8.161443 3.849029 -0.240 0.377 0.097 0.09
H -13.732671 8.895043 2.428999 0.032 -0.243 -0.484 0.10
H -13.359541 7.725393 0.392999 -0.694 -0.019 0.545 0.11
H -12.802381 6.043953 0.501689 0.134 0.050 -0.074 0.13
H -10.761821 8.337703 0.953439 -0.501 0.197 0.399 0.11
H -11.556351 8.110473 -0.592781 0.733 -0.325 -0.419 0.12
H -10.646151 5.303943 1.820039 -0.628 -0.670 -0.918 0.12
H -9.598091 6.478343 2.031819 0.547 0.714 0.030 0.12
H -7.930401 5.363443 0.425859 -0.102 0.030 -0.399 0.12
H -9.029951 3.953163 0.676999 0.358 -0.182 -0.617 0.13
H -6.216781 5.047743 1.593589 0.589 0.140 -0.268 0.08
H -6.476331 3.383583 1.322899 -0.465 -0.523 0.240 0.09
H -5.964391 4.027003 2.920679 -1.037 -0.353 0.568 0.09
C 4.575819 -6.031747 10.630359 0.516 0.511 0.665 -0.11
O 5.967019 -5.800007 10.721449 0.968 -0.549 -0.480 -0.19
C 6.706369 -6.033987 9.524749 -0.902 -0.349 0.464 -0.19
C 8.100589 -6.550847 9.762639 0.539 0.835 1.314 -0.20
O 8.774049 -6.444397 8.544699 0.057 1.012 0.631 -0.15
C 9.088339 -7.610147 7.907069 1.015 0.507 -2.930 -0.20
C 9.080189 -7.310427 6.372699 -0.990 -1.554 -0.262 -0.23
O 9.898549 -6.389087 5.733289 1.408 2.057 0.310 -0.18
C 9.738849 -4.959367 6.001239 -1.458 -1.147 0.285 -0.06
H 4.284989 -6.963337 10.144909 0.277 -0.224 -0.075 0.08
H 4.098159 -5.200657 10.111479 -0.284 0.064 0.068 0.09
H 4.323289 -6.067907 11.690089 -0.746 0.049 -0.221 0.09
H 6.849699 -5.102107 8.977819 -0.284 0.044 -0.259 0.13
H 6.152929 -6.768967 8.940279 -0.048 0.075 -0.469 0.12
H 8.237719 -7.514857 10.252509 -0.523 -0.411 -0.359 0.13
H 8.583099 -5.872777 10.466559 0.082 0.267 0.102 0.13
H 8.354989 -8.393787 8.097339 0.175 -0.296 -0.009 0.13
H 10.128309 -7.915087 8.023599 0.108 -0.346 1.063 0.13
H 8.047539 -7.214517 6.037229 -0.405 0.431 0.040 0.12
H 9.431559 -8.232637 5.909939 -0.153 -0.361 0.052 0.12
H 10.307629 -4.301637 5.343989 0.672 -0.744 0.090 0.08
H 9.865749 -4.752507 7.063879 0.356 0.119 -0.150 0.08
H 8.709069 -4.699177 5.756389 -0.382 0.006 0.126 0.08
C 3.829509 -14.972737 0.513649 0.202 -0.237 -0.737 -0.13
O 4.493789 -13.915737 1.165139 0.272 0.070 -0.165 -0.17
C 3.685169 -12.763007 1.191289 -0.472 0.759 0.402 -0.21
C 4.465969 -11.469037 1.604179 -0.394 -1.475 0.776 -0.15
O 4.968459 -11.652797 2.953679 -1.410 0.211 -0.183 -0.14
C 3.947069 -11.647747 4.027439 1.108 1.445 0.203 -0.14
C 3.056039 -10.391937 4.007429 0.370 0.535 0.002 -0.24
O 2.420679 -10.140687 5.245529 -0.175 -1.299 1.111 -0.21
C 2.090279 -8.756487 5.372979 0.211 -1.252 -0.859 -0.08
H 4.295419 -15.918867 0.789109 0.323 0.200 -0.271 0.09
H 3.847629 -14.763917 -0.556001 0.418 -0.414 -0.366 0.09
H 2.763179 -15.137437 0.668269 -0.331 0.596 0.962 0.08
H 2.897619 -13.095617 1.867479 -0.403 1.016 0.606 0.11
H 3.139449 -12.586387 0.264419 0.320 0.003 -0.629 0.12
H 3.972589 -10.503367 1.493929 -1.183 -0.293 0.359 0.11
H 5.244909 -11.249887 0.873879 0.879 -0.881 0.470 0.12
H 4.594769 -11.572507 4.900889 -0.130 -0.015 0.109 0.12
H 3.306959 -12.509667 4.215729 0.246 -0.514 -0.888 0.12
H 2.323359 -10.455907 3.202949 -0.318 -0.029 -0.126 0.12
H 3.647289 -9.494347 3.826189 0.560 -0.109 -0.523 0.12
H 3.063859 -8.270177 5.434179 -0.326 0.864 -0.299 0.09
H 1.474909 -8.507857 6.237619 0.160 -0.565 0.099 0.09
H 1.499889 -8.630387 4.465439 0.080 1.387 -0.048 0.09
C -5.342641 -8.800237 -11.067581 1.066 -2.950 0.431 -0.19
O -4.696401 -7.761007 -11.679711 -1.535 2.783 -0.016 -0.15
C -5.539891 -6.582257 -11.483091 1.229 0.856 -0.465 -0.16
C -4.717381 -5.256837 -11.688621 -0.159 -2.469 1.392 -0.16
O -3.911621 -5.294767 -10.509291 0.229 0.884 -0.222 -0.19
C -2.854821 -4.303987 -10.474951 -2.210 -0.528 0.646 -0.16
C -2.471191 -4.219657 -8.977381 -1.757 -0.007 0.314 -0.13
O -3.668011 -3.777807 -8.160081 1.338 -0.446 0.380 -0.22
C -3.365981 -3.559587 -6.715191 0.793 0.749 -2.112 -0.08
H -5.377321 -8.815127 -9.978231 -0.157 0.901 0.327 0.09
H -4.668531 -9.637077 -11.250291 -0.173 -0.467 -0.179 0.09
H -6.320751 -9.115907 -11.430551 -0.268 0.526 -0.396 0.09
H -5.863281 -6.547677 -10.442741 0.024 -0.077 0.139 0.12
H -6.442181 -6.619637 -12.093471 0.066 -0.166 -0.391 0.12
H -5.396251 -4.404057 -11.688941 0.059 0.203 -0.143 0.12
H -4.092741 -5.323247 -12.579411 -0.067 0.175 -0.238 0.12
H -3.300621 -3.374797 -10.829891 0.278 0.387 0.028 0.12
H -2.153041 -4.686737 -11.215971 0.945 0.462 0.528 0.13
H -1.638761 -3.540497 -8.793261 0.111 -0.162 0.052 0.11
H -2.298681 -5.262567 -8.711491 0.533 0.109 0.397 0.12
H -2.660361 -2.728837 -6.707331 0.237 0.121 0.255 0.07
H -2.876931 -4.384067 -6.196381 -0.312 -0.397 -0.273 0.08
H -4.236871 -3.192027 -6.172471 -0.283 -0.475 -0.456 0.08
C 3.256279 -0.121217 2.354019 1.400 0.891 0.758 -0.14
O 2.411589 0.846863 1.773399 -0.643 1.086 0.202 -0.21
C 2.729439 2.308953 1.899389 -0.729 -1.538 -0.443 -0.13
C 1.384549 3.040543 1.592549 1.277 1.233 0.560 -0.12
O 1.614269 4.528503 1.430069 0.494 -2.101 -1.199 -0.18
C 2.156439 5.053243 0.142699 -2.267 -0.751 0.907 -0.13
C 1.082959 4.894613 -1.006911 2.932 1.325 0.895 -0.22
O 1.281949 3.653323 -1.612711 -0.634 -0.474 0.890 -0.21
C 0.260899 3.345213 -2.531201 1.271 -0.609 -0.531 -0.10
H 2.900129 -1.135447 2.534579 -1.075 0.183 -0.942 0.08
H 3.537839 0.130283 3.376549 0.171 0.587 0.219 0.08
H 4.183559 -0.198107 1.786279 0.176 -0.112 -0.125 0.08
H 3.522439 2.569053 1.198249 -0.166 -0.050 -0.438 0.11
H 3.144689 2.582563 2.869339 -0.366 -0.301 0.365 0.11
H 0.724059 2.977563 2.457349 0.230 0.178 0.168 0.11
H 0.838569 2.499643 0.819619 0.352 0.548 -0.637 0.11
H 3.107089 4.657143 -0.214331 -0.028 -0.626 0.298 0.11
H 2.362259 6.077953 0.452049 -0.341 0.177 -0.493 0.11
H 1.441479 5.594693 -1.761531 -0.501 0.788 -0.146 0.12
H 0.092659 5.177593 -0.650081 -0.198 -0.503 -0.034 0.13
H -0.028391 4.236523 -3.087961 -0.514 0.024 0.119 0.09
H -0.539411 2.778003 -2.055941 -0.334 0.332 -0.112 0.09
H 0.796289 2.703993 -3.231411 -0.511 -0.282 -0.276 0.09
C 5.950179 14.013913 -6.233151 -0.699 -1.270 -0.219 -0.06
N 5.282249 13.089313 -5.291251 1.647 0.816 -1.161 -0.20
C 6.062369 13.048423 -4.086561 -0.218 -0.541 1.705 -0.08
C 3.998359 12.679123 -5.419711 0.097 -0.377 2.310 -0.32
O 3.429369 12.110413 -4.485161 0.030 0.390 -1.520 -0.01
H 5.664209 13.774113 -7.257261 -0.521 0.474 -0.003 0.08
H 7.013879 13.776363 -6.247771 0.051 0.354 0.404 0.08
H 5.724779 15.029123 -5.906581 0.332 0.162 -0.448 0.09
H 6.290159 14.049503 -3.720411 -0.348 0.298 -0.004 0.09
H 5.573259 12.497313 -3.283361 -0.388 0.173 -0.192 0.09
H 7.049779 12.589173 -4.133521 0.003 -0.291 -0.900 0.09
H 3.536519 12.953173 -6.380851 0.015 -0.191 0.028 0.14
C -7.890441 2.701073 -10.170631 0.710 -0.138 -0.673 -0.04
N -7.214171 1.888463 -9.189811 -2.233 -1.222 -1.738 -0.20
C -7.626081 0.505933 -9.203211 0.955 -0.697 -0.818 -0.06
C -6.463451 2.426353 -8.268071 1.264 -0.213 1.597 -0.39
O -6.124731 3.583643 -8.174621 0.024 0.475 0.033 0.02
H -7.930031 2.169853 -11.121601 0.413 -0.087 -0.125 0.08
H -7.226751 3.560503 -10.265501 -0.857 0.501 -0.168 0.09
H -8.949371 2.858063 -9.965381 0.123 0.609 0.565 0.10
H -6.937811 -0.183277 -8.713971 -0.284 0.429 1.179 0.09
H -8.683811 0.372293 -8.976411 0.136 -0.136 0.271 0.09
H -7.416161 0.108643 -10.196281 -0.628 0.290 -0.570 0.08
H -6.149501 1.623703 -7.582961 0.388 0.177 0.452 0.13
C 2.881579 7.335213 7.546269 -1.041 0.966 -0.546 -0.06
N 1.641779 7.759903 8.259279 -0.287 0.620 1.442 -0.18
C 0.298959 7.389133 7.715019 1.523 -1.300 -1.098 -0.04
C 1.667109 8.447643 9.470309 -1.422 0.197 -1.028 -0.32
O 0.652149 8.852143 10.047189 1.640 -0.793 -0.651 -0.02
H 2.829599 7.760173 6.543869 -0.338 -0.337 -0.363 0.08
H 3.021719 6.257843 7.458349 -0.158 0.005 0.284 0.08
H 3.802189 7.823133 7.866439 -0.279 -0.145 0.976 0.08
H 0.200589 6.306373 7.792799 -0.264 -0.211 0.646 0.08
H -0.613631 7.862823 8.076839 0.791 0.384 0.372 0.09
H 0.366719 7.443603 6.628499 -0.116 0.739 -0.155 0.08
H 2.690309 8.681153 9.803089 -0.049 -0.135 0.113 0.13
C -0.784341 1.886773 11.000419 -1.048 0.534 0.543 -0.08
N -0.279711 0.679943 10.485499 1.988 -0.891 -0.858 -0.22
C -1.145201 -0.432897 10.287829 -2.103 -0.260 -0.355 -0.06
C 1.052389 0.638323 10.226469 -0.110 -1.660 -1.149 -0.32
O 1.627049 -0.298637 9.664449 -0.499 1.437 1.047 0.00
H -0.020541 2.663813 10.970099 -0.049 -0.127 0.390 0.09
H -1.128181 1.637043 12.004169 -0.243 0.865 0.277 0.10
H -1.603431 2.268233 10.390749 -0.252 -0.035 0.075 0.10
H -2.053191 -0.260647 10.865749 0.225 -0.134 0.892 0.08
H -1.666871 -0.448287 9.330899 0.714 0.082 -0.803 0.09
H -0.794141 -1.448987 10.467889 0.623 0.462 0.191 0.10
H 1.481749 1.588983 10.578729 0.755 -0.269 -0.252 0.13
C 4.130549 3.157543 -9.272281 -0.963 1.065 -0.364 -0.03
N 3.177079 3.888703 -10.159941 1.499 -0.814 1.428 -0.20
C 2.634589 5.093573 -9.631871 -0.106 1.289 0.928 -0.07
C 2.665389 3.158203 -11.137781 -1.329 0.502 -0.406 -0.38
O 1.736489 3.536713 -11.824581 0.096 -0.585 -0.530 0.02
H 4.322959 3.823893 -8.431411 0.401 -0.184 -0.109 0.08
H 5.031689 2.931623 -9.842361 0.021 -0.185 0.386 0.09
H 3.608909 2.283853 -8.881561 0.408 -0.235 0.007 0.09
H 3.403359 5.866113 -9.615181 0.046 0.211 -0.298 0.09
H 1.730149 5.516333 -10.069321 0.242 -0.582 -0.608 0.09
H 2.398689 4.973003 -8.574551 -0.166 -0.317 0.175 0.08
H 3.159769 2.174703 -11.160761 -0.149 -0.166 -0.608 0.13
```
Positions in Å, forces in eV/Å.

Structure (SMILES) ... COCCOCCOC.COCCOCCOC.COCCOCCOC.COCCOCCOC.COCCOCCOC.CN(C)C=O.CN(C)C=O.CN(C)C=O.CN(C)C=O.CN(C)C=O
Energy relative to the best compared isomer or geometry (same formula, charge and spin) ... 9.1281 eV
HOMO ... -9.3 eV